1.
18
Properties=species:S:1:pos:R:3:lowdin_charge:R:1 method="wB97M-V/def2-TZVPD" energy_ev=-8334.7105 smiles="C=CC(=C)[NH2+]CN" max_force_ev_per_a=4.699 de_lowest_kcal_mol=55.5 gap_ev=10.30 lumo_energy_ha=-0.126 charge=+1
N -0.133 -0.151 0.818 0.09
N -2.380 -0.639 0.314 0.05
C -1.478 0.405 0.258 -0.18
C 1.605 1.531 0.793 0.13
C 1.008 0.454 0.276 -0.33
C 1.558 -0.187 -1.005 -0.09
C 1.163 -1.334 -1.497 0.04
H -0.081 -0.020 1.851 0.20
H -0.130 -1.144 0.445 0.16
H -2.798 -1.167 -0.546 0.17
H -1.434 0.892 -0.695 0.14
H 2.388 2.064 0.326 0.07
H 1.503 -1.748 -2.476 0.09
H 1.176 2.070 1.684 0.11
H 0.327 -2.029 -1.261 0.08
H -2.921 -0.628 1.089 0.05
H -1.700 1.188 0.922 0.12
H 2.328 0.440 -1.296 0.09

2.
80
Properties=species:S:1:pos:R:3:lowdin_charge:R:1 method="wB97M-V/def2-TZVPD" energy_ev=-203760.4058 max_force_ev_per_a=1.926 gap_ev="5.48 / 5.76" lumo_energy_ha="-0.200 / -0.194" charge=+1 multiplicity=2
As -0.042 -0.140 -2.698 1.31
Ge -2.091 -0.051 1.739 1.16
Ni -0.191 0.186 -0.244 0.41
Cl 4.427 -1.518 -1.460 0.79
O -1.934 1.210 0.138 -0.39
O -0.257 0.473 2.007 -0.39
O -1.302 -1.394 0.414 -0.39
C -4.312 1.574 0.190 -0.07
C 3.123 2.205 -0.704 -0.03
C 3.149 0.780 -0.705 -0.30
C -2.988 1.874 -0.513 -0.71
C 3.970 2.956 -1.475 -0.06
C 0.413 -3.033 0.822 -0.02
C 0.200 1.363 3.017 -0.69
C -1.092 -2.760 0.708 -0.70
C -1.705 -3.599 -0.422 -0.02
C 4.176 0.186 -1.506 -0.58
C 4.996 0.950 -2.313 -0.09
C 0.611 2.714 -2.758 -0.17
C 1.060 1.379 -3.341 -0.38
C -0.946 1.735 3.962 -0.07
C 0.759 2.636 2.354 -0.02
C 1.300 0.659 3.824 -0.02
C -3.057 1.386 -1.962 -0.06
C 1.994 -1.856 -4.116 -0.16
C 2.210 0.049 0.020 0.06
C -1.769 -3.126 2.032 -0.07
C -2.001 0.571 -4.947 -0.15
C 4.892 2.334 -2.317 -0.02
C -2.714 3.383 -0.452 -0.02
C 1.187 -1.694 -2.835 -0.42
C -1.067 -0.493 -4.387 -0.36
H 2.096 0.316 3.168 0.07
H 0.885 -2.903 -0.149 0.06
H 1.356 -2.068 -4.971 0.06
H 0.421 2.601 -1.685 0.04
H -5.125 2.113 -0.288 0.09
H -1.365 0.826 4.396 0.07
H -2.779 -3.434 -0.458 0.09
H -2.719 3.704 0.588 0.09
H 3.928 4.032 -1.430 0.12
H 0.582 -2.589 -2.672 0.06
H -4.246 1.888 1.232 0.07
H 1.817 2.521 2.128 0.07
H 0.846 -2.340 1.540 0.08
H -0.594 2.379 4.765 0.10
H -3.936 1.780 -2.467 0.10
H -3.091 0.294 -1.967 0.09
H -3.472 3.942 -0.994 0.09
H -4.524 0.506 0.160 0.08
H 5.542 2.922 -2.946 0.12
H 0.653 3.489 3.016 0.09
H 2.400 2.689 -0.069 0.10
H 1.641 0.563 0.802 0.05
H -1.731 2.252 3.412 0.08
H -2.943 0.609 -4.410 0.05
H 0.600 -4.048 1.162 0.09
H 1.726 1.341 4.556 0.09
H -0.255 -0.638 -5.105 0.06
H 0.883 -0.204 4.338 0.09
H 1.378 3.473 -2.900 0.07
H -0.304 3.065 -3.230 0.07
H -1.324 -2.556 2.848 0.07
H -2.157 1.712 -2.485 0.04
H 0.207 2.838 1.435 0.08
H -1.515 -4.656 -0.258 0.09
H -2.228 0.336 -5.988 0.08
H -1.543 1.559 -4.924 0.07
H 2.091 1.177 -3.049 0.04
H -1.598 -1.440 -4.271 0.08
H 1.876 -1.605 -1.997 -0.02
H -1.740 3.607 -0.876 0.07
H 2.353 -1.018 0.106 0.05
H -2.832 -2.892 1.979 0.08
H -1.651 -4.185 2.237 0.09
H 2.673 -2.701 -4.001 0.07
H 5.727 0.461 -2.937 0.11
H 2.590 -0.969 -4.331 0.07
H -1.281 -3.302 -1.380 0.06
H 1.022 1.407 -4.432 0.08

3.
69
Properties=species:S:1:pos:R:3:lowdin_charge:R:1 method="wB97M-V/def2-TZVPD" energy_ev=-57228.5705 max_force_ev_per_a=6.274 gap_ev=6.61 lumo_energy_ha=0.070 charge=-1
P -1.491 -3.836 -1.653 0.70
F 1.666 2.303 3.895 -0.02
O 0.542 0.550 2.988 0.09
O -2.081 -2.615 -2.373 -0.32
O 4.633 -1.729 -0.244 -0.09
O -2.699 2.701 0.231 0.05
O 2.736 3.201 -1.044 -0.20
O -1.184 1.309 0.728 -0.13
O -2.839 -4.650 -0.939 -0.26
O -0.737 -4.928 -2.719 -0.28
O 2.268 1.370 -2.313 -0.06
N -1.959 2.385 1.119 -0.01
N 5.852 0.655 1.584 -0.03
N 1.435 -0.170 -0.093 -0.14
C -0.398 -3.274 -0.224 -0.23
C -0.180 1.876 -0.167 -0.10
C -2.951 7.940 2.206 -0.11
C -2.356 5.716 1.491 -0.09
C -2.045 6.884 2.181 -0.09
C 0.519 -0.895 -0.954 -0.15
C -2.461 -6.001 -0.543 -0.30
C -4.166 7.831 1.537 -0.11
C -3.575 5.603 0.830 -0.09
C 2.413 -0.901 0.682 -0.12
C 4.729 -0.329 1.820 -0.22
C -3.597 -6.516 0.504 -0.09
C 0.226 -4.267 -3.585 -0.28
C 3.974 -0.576 0.391 -0.27
C 1.313 1.265 0.054 -0.29
C -4.479 6.661 0.851 -0.10
C 1.286 1.502 2.747 -0.31
C 2.151 1.942 -1.179 -0.53
C -0.419 -3.574 -4.877 -0.11
C -0.574 -1.693 -0.026 -0.19
C 1.927 1.936 1.369 -0.02
H 4.152 0.300 -0.310 0.15
H -0.065 3.011 -0.080 0.14
H -1.473 -6.031 0.053 0.11
H 5.365 1.536 1.328 0.06
H 4.545 -2.506 0.348 0.08
H 0.951 -5.076 -3.973 0.12
H -4.869 8.657 1.551 0.09
H 5.082 -1.319 2.260 0.12
H -1.216 -4.201 -5.399 0.08
H 0.406 -3.386 -5.665 0.08
H 0.023 -0.311 -1.801 0.13
H 2.303 -0.856 1.835 0.12
H -4.334 -5.671 0.725 0.08
H -0.857 -2.531 -4.653 0.08
H -3.105 -6.869 1.486 0.07
H 4.035 0.185 2.585 0.11
H 1.109 -1.742 -1.481 0.11
H 3.075 1.828 1.355 0.12
H -1.636 -1.307 -0.188 0.11
H -0.548 1.688 -1.244 0.14
H -1.096 6.971 2.700 0.10
H -0.294 -1.438 1.059 0.11
H -1.650 4.895 1.470 0.08
H -0.747 -3.820 0.731 0.10
H 0.890 -3.510 -3.032 0.11
H 1.748 3.072 1.262 0.14
H -2.446 -6.672 -1.467 0.12
H 6.310 0.320 0.722 0.06
H -2.709 8.850 2.746 0.09
H -3.820 4.692 0.297 0.08
H -5.429 6.574 0.334 0.10
H -4.178 -7.411 0.092 0.07
H 2.296 -2.027 0.439 0.13
H 0.704 -3.569 -0.361 0.09

4.
18
Properties=species:S:1:pos:R:3:lowdin_charge:R:1 method="wB97M-V/def2-TZVPD" energy_ev=-46509.0269 max_force_ev_per_a=4.466 de_lowest_kcal_mol=122.8 gap_ev="7.71 / 7.75" lumo_energy_ha="-0.228 / -0.261" charge=+1 multiplicity=5
Ir -0.743 1.672 -0.382 1.64
S -1.344 0.081 1.654 0.92
S -1.452 -1.272 -0.796 0.69
F 1.092 -1.923 -0.937 0.16
F -0.250 -3.587 -0.650 0.18
F -0.117 -2.628 -2.579 0.18
O 0.067 0.770 1.277 -0.65
O -2.195 1.161 0.953 -0.57
O 0.873 2.546 -0.424 -0.40
O -1.029 0.029 -1.407 -0.49
O -2.649 -1.863 -1.378 -0.21
N -1.427 -1.307 0.787 -0.37
C 1.800 1.372 1.230 0.21
C -0.075 -2.436 -1.272 -0.70
H 1.956 0.383 0.771 0.13
H 1.789 2.358 1.712 0.14
H 1.027 3.491 -0.414 0.06
H 2.677 1.151 1.856 0.09

5.
12
Properties=species:S:1:pos:R:3:lowdin_charge:R:1 method="wB97M-V/def2-TZVPD" energy_ev=-19968.9516 smiles="C=Nn1cnc(=S)[nH]1" max_force_ev_per_a=1.267 de_lowest_kcal_mol=38.8 gap_ev=7.78 lumo_energy_ha=-0.015
S 3.602 0.841 0.467 0.58
N 1.026 0.902 -0.289 0.07
N 1.581 -0.982 0.747 0.09
N -0.129 0.193 -0.028 -0.15
N -1.210 0.478 -0.790 0.04
C 0.314 -0.986 0.515 -0.11
C -2.307 -0.109 -0.492 0.00
C 2.084 0.242 0.319 -0.94
H -0.379 -1.804 0.696 0.13
H -2.401 -0.807 0.322 0.07
H -3.151 0.102 -1.104 0.06
H 0.970 1.931 -0.363 0.17

6.
7
Properties=species:S:1:pos:R:3:lowdin_charge:R:1 method="wB97M-V/def2-TZVPD" energy_ev=-13352.8837 max_force_ev_per_a=4.635 de_lowest_kcal_mol=20.8 gap_ev=9.81 lumo_energy_ha=0.006
P 0.689 0.352 0.767 0.72
N -0.991 0.197 0.635 -0.30
N 0.961 0.478 -2.033 0.08
C 0.948 0.676 -0.933 -0.57
H -1.466 -0.185 1.458 0.04
H 1.091 -1.346 0.379 0.01
H -1.231 -0.171 -0.273 0.02

7.
18
Properties=species:S:1:pos:R:3:lowdin_charge:R:1 method="wB97M-V/def2-TZVPD" energy_ev=-28050.1803 max_force_ev_per_a=5.652 de_lowest_kcal_mol=95.9 gap_ev=8.23 lumo_energy_ha=-0.016
S 1.329 1.025 -0.649 0.86
S 1.176 -3.026 1.443 0.67
C -1.091 1.159 -0.470 -0.25
C -0.112 -0.040 -0.338 -0.82
C -0.239 -1.133 -1.341 -0.14
C 0.054 -0.520 1.151 -0.26
C 1.338 -1.389 1.248 -0.60
C -0.025 2.156 -0.017 -0.45
H -1.051 -2.115 -1.314 0.15
H -0.408 -0.681 -2.332 0.07
H -1.948 1.281 -1.363 0.18
H -1.625 1.290 0.548 0.11
H 0.320 3.357 -0.542 0.17
H 0.691 -1.834 -1.302 0.08
H 0.102 0.487 1.692 0.11
H 2.248 -0.972 1.130 -0.01
H -0.807 -1.144 1.354 0.09
H 0.048 2.098 1.101 0.05

8.
39
Properties=species:S:1:pos:R:3:lowdin_charge:R:1 method="wB97M-V/def2-TZVPD" energy_ev=-30191.0915 max_force_ev_per_a=5.030 de_lowest_kcal_mol=63.2 gap_ev=2.78 lumo_energy_ha=-0.517 charge=+2
Al -29.090 11.746 -21.902 1.42
O -33.094 6.410 -21.436 0.09
O -35.518 10.849 -21.539 0.03
O -35.088 11.499 -18.692 0.02
O -33.150 9.264 -22.857 0.09
O -28.766 10.495 -19.131 -0.06
O -31.671 9.886 -17.220 -0.02
O -30.293 9.974 -24.281 -0.05
O -29.093 8.648 -21.593 -0.06
O -30.858 13.587 -20.142 -0.06
O -31.396 12.458 -23.732 -0.08
O -32.940 8.084 -19.535 0.06
B -31.599 10.292 -20.761 -0.36
H -33.602 8.678 -22.250 0.04
H -31.257 10.253 -18.001 -0.02
H -31.364 9.239 -20.799 0.03
H -32.346 12.445 -23.617 0.07
H -32.239 6.009 -21.591 0.07
H -32.579 9.793 -22.299 -0.04
H -29.859 9.916 -25.132 0.07
H -30.870 10.798 -20.147 -0.02
H -31.402 10.615 -21.772 -0.04
H -31.266 12.340 -24.673 0.06
H -32.964 6.959 -20.662 -0.03
H -32.617 10.428 -20.430 0.03
H -30.751 9.139 -24.189 0.05
H -35.569 12.313 -18.539 0.07
H -28.672 10.917 -18.277 0.08
H -33.417 8.647 -18.925 0.10
H -35.130 9.975 -21.516 0.03
H -29.672 8.372 -20.883 0.03
H -36.437 10.710 -21.308 0.08
H -32.184 8.606 -19.803 -0.01
H -31.331 13.111 -19.459 0.04
H -31.009 14.510 -19.940 0.07
H -34.701 11.609 -19.561 0.01
H -28.329 9.650 -19.030 0.07
H -29.019 7.878 -22.157 0.07
H -31.698 10.614 -16.598 0.06

9.
20
Properties=species:S:1:pos:R:3:lowdin_charge:R:1 method="wB97M-V/def2-TZVPD" energy_ev=-15034.4358 smiles=C[C@]1(n2c(O)ccc2O)CO1 max_force_ev_per_a=5.301 de_lowest_kcal_mol=62.6 gap_ev=8.09 lumo_energy_ha=0.025
O -0.796 1.388 1.910 0.08
O 0.953 -0.937 1.872 0.01
O 0.725 -0.282 -2.170 0.09
N 0.112 0.349 -0.001 0.08
C -0.905 2.375 -0.342 -0.02
C 0.291 0.745 -1.345 -0.28
C -0.888 -1.894 0.444 0.07
C -0.239 1.992 -1.553 -0.04
C 0.319 -0.897 0.615 -0.42
C 1.757 -1.240 0.761 -0.04
C -0.554 1.416 0.577 -0.33
H 0.483 -0.090 -3.026 0.06
H -0.710 -2.459 -0.390 0.05
H -1.475 3.296 -0.096 0.12
H -0.113 2.415 -2.526 0.10
H -0.961 -2.461 1.419 0.12
H -0.931 0.520 2.329 0.11
H 2.466 -0.631 0.382 0.08
H -1.698 -1.335 0.239 0.04
H 2.163 -2.268 0.901 0.14

10.
72
Properties=species:S:1:pos:R:3:lowdin_charge:R:1 method="wB97M-V/def2-TZVPD" energy_ev=-78288.9700 max_force_ev_per_a=3.158 gap_ev="5.78 / 5.78" lumo_energy_ha="-0.181 / -0.181" charge=+1
Pt -1.044 0.052 -0.707 0.67
S 0.318 -1.179 1.479 0.86
P -0.815 1.630 1.021 0.92
P 1.069 -0.965 -1.412 0.94
F 1.825 0.656 -1.347 -0.32
O 1.213 -1.986 2.294 -0.44
O -3.704 -0.819 -1.881 0.13
C 2.893 3.656 2.759 -0.06
C -2.988 0.363 4.262 -0.05
C 4.987 -3.271 -0.903 -0.05
C 3.801 -1.184 -0.765 -0.05
C -0.267 -0.129 -5.150 -0.06
C 2.610 -1.844 -1.045 -0.31
C -1.664 -4.211 -1.345 -0.04
C 2.640 3.699 1.396 -0.06
C -0.751 -3.281 -1.813 -0.07
C -4.143 3.783 0.233 -0.06
C -1.595 4.328 1.213 -0.06
C 1.737 -1.717 -4.058 -0.06
C -0.181 -2.373 -0.925 -0.36
C 2.614 -3.228 -1.219 -0.09
C -2.469 -0.903 4.476 -0.04
C 0.698 2.328 1.732 -0.37
C 1.546 -1.677 -5.429 -0.06
C -2.520 5.348 1.075 -0.06
C 2.060 2.937 3.604 -0.06
C -0.073 -0.161 -3.782 -0.10
C -1.493 -3.311 0.879 -0.03
C 1.546 3.032 0.879 -0.10
C -1.468 -1.396 3.651 -0.06
C 3.798 -3.935 -1.152 -0.06
C -2.517 1.148 3.224 -0.05
C -2.034 -4.232 -0.009 -0.02
C -1.529 0.651 2.377 -0.37
C -2.754 -0.355 -1.453 -0.27
C 0.918 -0.964 -3.225 -0.31
C -3.790 5.078 0.591 -0.06
C -1.029 -0.634 2.584 -0.36
C 0.546 -0.889 -5.976 -0.06
C -3.219 2.765 0.353 -0.12
C -1.945 3.031 0.855 -0.37
C 0.962 2.265 3.098 -0.06
C -0.586 -2.377 0.417 -0.38
C 4.984 -1.901 -0.695 -0.05
H -1.796 -3.313 1.912 0.11
H -0.606 4.534 1.595 0.10
H 3.737 4.189 3.168 0.11
H 0.402 -0.865 -7.045 0.11
H 2.181 -2.266 -6.073 0.11
H -3.759 0.750 4.910 0.11
H -2.842 -1.511 5.287 0.12
H -1.028 -2.363 3.839 0.12
H 5.909 -1.387 -0.482 0.11
H 3.809 -0.117 -0.608 0.11
H -2.907 2.144 3.068 0.11
H 1.695 -3.760 -1.420 0.10
H -3.473 1.750 0.063 0.07
H 3.787 -5.003 -1.303 0.11
H -5.133 3.571 -0.144 0.11
H 2.528 -2.325 -3.645 0.11
H -1.046 0.486 -5.573 0.11
H 0.304 1.722 3.761 0.11
H -2.245 6.356 1.348 0.11
H -0.460 -3.283 -2.853 0.12
H 3.287 4.258 0.736 0.11
H 5.912 -3.825 -0.866 0.11
H -4.507 5.876 0.487 0.11
H -0.685 0.472 -3.129 0.07
H 2.261 2.905 4.665 0.11
H -2.097 -4.922 -2.032 0.12
H -2.753 -4.954 0.348 0.12
H 1.338 3.056 -0.180 0.11

11.
10
Properties=species:S:1:pos:R:3:lowdin_charge:R:1 method="wB97M-V/def2-TZVPD" energy_ev=-9676.5396 smiles="N=C=CC=O.N#N" max_force_ev_per_a=2.077 de_lowest_kcal_mol=21.1 gap_ev=10.27 lumo_energy_ha=0.022
O -1.058 -0.297 2.121 0.04
N -0.991 1.777 -1.443 0.04
N -0.749 1.841 -2.517 0.04
N 2.363 -0.698 0.668 0.18
C -0.083 -0.746 -0.007 -0.11
C -1.151 -0.325 0.915 -0.32
C 1.191 -0.695 0.344 -0.15
H 2.889 0.160 0.520 0.09
H -0.332 -1.036 -1.021 0.10
H -2.078 0.019 0.420 0.10

12.
60
Properties=species:S:1:pos:R:3:lowdin_charge:R:1 method="wB97M-V/def2-TZVPD" energy_ev=-174729.5626 max_force_ev_per_a=0.632 de_lowest_kcal_mol=3.5 gap_ev=8.20 lumo_energy_ha=0.004
Sc -0.814 0.121 -0.420 0.41
Cl -3.552 -2.580 2.380 0.63
Cl -2.195 -0.492 -4.099 0.16
Cl -4.127 -2.021 -1.902 0.14
Cl -1.025 -4.075 2.509 0.64
Cl -4.438 1.192 -2.479 0.16
S 0.591 3.569 -3.525 0.62
S 2.400 -0.044 -1.955 0.85
S -0.294 -2.141 -1.968 0.80
S 2.094 -2.252 0.552 0.86
P 0.970 1.590 1.176 0.83
P -2.347 1.958 1.048 0.84
Si -2.972 -0.285 -2.131 -0.62
O -0.652 -0.510 2.833 0.01
O -1.140 -1.453 0.872 -0.24
N -0.264 1.549 -1.831 -0.10
C 1.882 2.895 0.284 -0.26
C 0.187 -3.599 -1.014 -0.49
C 3.678 -1.823 -0.218 -0.53
C 1.580 -0.669 -3.441 -0.52
C 3.617 -1.359 -1.668 -0.51
C -3.556 3.061 0.251 -0.28
C -1.847 -2.542 2.867 -0.98
C 2.268 0.847 2.216 -0.25
C 0.086 2.408 -2.562 -0.99
C 1.608 -3.672 -0.473 -0.50
C -1.201 3.204 1.766 -0.40
C -1.136 -1.395 2.151 -0.78
C 0.025 2.563 2.410 -0.41
C -3.274 1.364 2.503 -0.24
C 0.903 -2.030 -3.322 -0.48
H -2.601 0.852 3.189 0.03
H -4.445 2.496 -0.022 0.01
H 2.482 3.493 0.974 0.05
H 4.082 -1.033 0.412 0.05
H 0.356 -2.224 -4.244 0.07
H 2.678 1.589 2.903 0.05
H -3.826 3.866 0.937 0.05
H -1.806 -2.393 3.944 0.07
H -0.534 -3.596 -0.195 0.03
H 4.365 -2.667 -0.135 0.08
H -3.755 2.201 3.011 0.05
H -0.903 3.858 0.940 0.08
H 1.622 -2.838 -3.185 0.07
H 2.528 2.438 -0.463 0.01
H 0.678 3.324 2.852 0.09
H 2.328 -3.763 -1.285 0.06
H 1.691 -4.581 0.126 0.08
H -0.021 -4.474 -1.633 0.09
H 4.606 -1.003 -1.963 0.08
H 1.187 3.543 -0.248 0.03
H 1.845 0.016 2.776 0.03
H 3.374 -2.191 -2.324 0.06
H 3.070 0.484 1.579 0.02
H 0.838 0.094 -3.680 0.04
H -4.036 0.656 2.176 0.04
H -0.268 1.865 3.198 0.07
H 2.298 -0.696 -4.263 0.09
H -1.752 3.823 2.482 0.09
H -3.134 3.480 -0.663 0.04